1.
{"formula": "C6H12S4", "method": "the ωB97M-V functional and the def2-TZVPD basis", "symbols": ["C", "C", "S", "C", "S", "H", "H", "H", "H", "H", "H", "C", "C", "S", "C", "S", "H", "H", "H", "H", "H", "H"], "positions_angstrom": [[4.21401, -1.21080, 0.35760], [5.18583, -2.26258, 1.03826], [5.39197, -3.64834, -0.13512], [3.59279, -3.80843, -0.15931], [2.85783, -2.19106, -0.27682], [3.90298, -0.38202, 1.02230], [4.68461, -0.76432, -0.53941], [4.74296, -2.66143, 1.97113], [6.21209, -1.92002, 1.27254], [3.38507, -4.47506, -1.01833], [3.21136, -4.30619, 0.75293], [-4.29485, 2.63921, -1.58097], [-4.46299, 1.39228, -0.76587], [-5.07162, 1.87323, 0.91909], [-4.18954, 3.40217, 0.99164], [-3.44752, 3.92461, -0.58853], [-3.65986, 2.34619, -2.43909], [-5.25698, 3.00877, -1.98494], [-3.53637, 0.79554, -0.66226], [-5.22144, 0.75348, -1.25794], [-4.87882, 4.18492, 1.36264], [-3.36149, 3.30989, 1.72051]], "forces_ev_per_a": [[1.8, -0.4, 0.0], [0.3, 0.5, -0.1], [-0.6, 0.5, 0.7], [0.3, -1.6, 0.0], [-1.4, 0.4, -0.4], [-0.1, -0.7, -0.2], [0.1, -0.1, 0.7], [0.1, 0.3, -0.5], [-0.7, 0.3, -0.2], [-0.3, 0.6, 0.3], [0.4, 0.1, -0.4], [0.3, 0.3, -0.9], [-0.4, -0.8, 0.7], [-0.3, -0.9, -1.1], [0.7, 1.3, 1.1], [-0.4, -0.7, -0.3], [-0.2, 0.6, 0.3], [0.5, -0.2, 0.4], [-0.4, 0.5, -0.1], [0.3, 0.2, 0.5], [0.3, -0.4, -0.2], [-0.4, 0.2, -0.4]], "mulliken_charge": [-0.437, -0.652, -0.091, -0.540, -0.135, 0.329, 0.274, 0.276, 0.344, 0.332, 0.300, -0.538, -0.569, -0.153, -0.518, -0.146, 0.332, 0.299, 0.294, 0.340, 0.338, 0.320], "lumo_energy_ev": 0.61, "smiles": "C1CSCS1.C1CSCS1", "de_lowest_kj_mol": 60.9, "total_charge": 0, "energy_ha": -1828.53861}

***

2.
{"formula": "C6H13AgFInS", "method": "the ωB97M-V functional and the def2-TZVPD basis", "symbols": ["C", "C", "In", "C", "S", "C", "C", "C", "F", "H", "H", "H", "H", "H", "H", "H", "H", "H", "H", "H", "H", "H", "Ag"], "positions_angstrom": [[-3.18077, 1.36266, -1.92236], [-3.00114, 0.48347, -0.69982], [-0.98024, -0.32611, -0.07632], [0.12829, -1.12138, -1.93920], [-1.45627, -2.16891, 1.60346], [0.42718, 1.28314, 0.78884], [1.27041, 0.62967, 2.03645], [2.81777, 0.21582, 1.68634], [3.68998, 1.35398, 1.29410], [-3.13040, 2.53069, -1.74490], [-3.37814, 0.91870, -3.01045], [-3.99685, 0.21810, -0.10677], [1.26480, -1.21488, -1.62901], [-0.31404, -2.13397, -2.32470], [0.08543, -0.32217, -2.79751], [-1.99550, -3.21772, 0.82319], [1.09054, 1.66092, -0.10778], [-0.18756, 2.23258, 1.16011], [0.70628, -0.37109, 2.35196], [1.24951, 1.31068, 3.00707], [2.80432, -0.64119, 0.87093], [3.26397, -0.29856, 2.66634], [2.82242, -2.38444, -1.92998]], "forces_ev_per_a": [[0.0, -0.8, 2.3], [-1.9, 0.3, -3.6], [-0.3, 0.0, -0.2], [0.2, -0.5, -1.8], [-0.2, -0.9, -0.8], [0.1, 0.9, 0.3], [0.1, 0.0, 0.1], [-0.7, -0.8, 1.2], [-1.9, -2.4, 0.6], [-1.7, -2.3, -0.6], [2.1, 1.1, 2.1], [2.5, 2.0, 0.1], [-1.1, 0.2, 0.1], [0.9, 1.8, 0.7], [0.2, -1.6, 1.5], [0.6, 1.4, 0.6], [-1.0, -0.7, 1.9], [1.3, -2.1, -0.8], [1.6, 1.9, -0.5], [0.2, -1.3, -2.1], [0.3, 2.1, 1.1], [-0.6, 1.4, -2.2], [-0.6, 0.2, -0.1]], "mulliken_charge": [-0.481, -0.555, 0.826, -0.572, -0.549, -0.782, -0.328, -0.044, -0.316, 0.220, 0.241, 0.268, -0.106, 0.336, 0.283, 0.092, 0.264, 0.276, 0.113, 0.301, -0.036, 0.270, 0.279], "lumo_energy_ev": -3.11, "de_lowest_kj_mol": 363.1, "total_charge": 0, "energy_ha": -1071.15506}

***

3.
{"formula": "C6H13B3FNO7", "method": "the ωB97M-V functional and the def2-TZVPD basis", "symbols": ["N", "B", "O", "B", "F", "O", "B", "C", "C", "O", "O", "H", "H", "H", "H", "H", "C", "C", "O", "C", "O", "O", "C", "H", "H", "H", "H", "H", "H", "H", "H"], "positions_angstrom": [[1.91499, -0.39684, 2.75940], [0.92396, 0.60960, 2.46354], [1.23109, 1.96123, 2.65178], [0.18002, 2.81076, 2.37469], [0.26333, 4.07209, 2.71731], [-0.99947, 2.38423, 1.78193], [-1.22762, 1.11505, 2.34906], [-2.41076, 0.87623, 3.37597], [-3.63380, 0.18717, 2.74390], [-4.63049, -0.03381, 3.32665], [-0.30810, 0.13392, 1.97616], [1.57653, -0.96687, 3.52855], [2.80693, 0.02106, 3.00003], [-2.01661, 0.28800, 4.21640], [-2.67822, 1.85397, 3.79594], [-3.51210, -0.11565, 1.67847], [0.61086, 0.63552, -1.29484], [0.60509, -0.87398, -1.16962], [0.07242, -1.48250, -2.35531], [0.91363, -1.55942, -3.38765], [2.05795, -1.18452, -3.40271], [0.26029, -2.11505, -4.41261], [1.02226, -2.19146, -5.61808], [-0.38270, 1.00362, -1.55690], [0.92016, 1.09834, -0.35772], [1.29067, 0.96276, -2.08176], [-0.04731, -1.17157, -0.35055], [1.59801, -1.26534, -0.94765], [1.98081, -2.67813, -5.44803], [1.17069, -1.19417, -6.03121], [0.44748, -2.78424, -6.32511]], "forces_ev_per_a": [[-0.4, 1.0, 0.3], [1.3, -1.6, -0.6], [-1.2, -0.3, -0.3], [-0.1, 0.4, -0.7], [0.3, 0.6, 0.1], [0.4, -0.6, 1.5], [-0.7, -0.2, -1.2], [0.5, 0.3, -0.5], [2.0, 0.4, -0.7], [-1.7, -0.3, 1.0], [0.0, 1.3, 1.5], [0.3, -0.5, -0.4], [0.0, -0.2, 0.2], [-0.3, -0.2, -0.2], [-0.3, -0.2, -0.1], [-0.1, 0.0, 0.1], [0.0, 0.1, -0.3], [0.1, 0.3, 0.4], [0.0, -0.2, -0.1], [-0.1, 0.1, 0.0], [-0.1, -0.1, 0.0], [0.0, 0.0, 0.1], [0.1, -0.1, -0.3], [0.0, 0.0, 0.1], [0.0, 0.0, 0.0], [0.1, -0.1, 0.1], [-0.1, -0.1, -0.2], [0.0, 0.0, -0.2], [0.0, 0.1, 0.1], [0.1, 0.0, 0.1], [-0.1, 0.0, 0.2]], "mulliken_charge": [-0.496, 0.474, -0.536, 0.562, -0.225, -0.433, 0.582, -0.380, -0.119, -0.418, -0.383, 0.247, 0.233, 0.350, 0.296, 0.276, -0.845, -0.077, -0.365, 0.744, -0.550, -0.352, -0.639, 0.278, 0.041, 0.408, 0.199, 0.312, 0.298, 0.291, 0.226], "lumo_energy_ev": 0.12, "de_lowest_kj_mol": 0.0, "total_charge": 0, "energy_ha": -992.66389}

***

4.
{"formula": "C6H13Cl2N2OP", "method": "the ωB97M-V functional and the def2-TZVPD basis", "symbols": ["C", "C", "P", "O", "N", "C", "C", "Cl", "N", "C", "C", "Cl", "H", "H", "H", "H", "H", "H", "H", "H", "H", "H", "H", "H", "H"], "positions_angstrom": [[0.10282, 1.12870, -3.10507], [0.06137, 1.58933, -1.87675], [0.42340, 0.48261, -0.40654], [1.61944, -0.57664, -0.64639], [0.82733, 1.67479, 0.73441], [1.88317, 1.40981, 1.64172], [1.52082, 0.23691, 2.61861], [2.75224, 0.12050, 3.98455], [-1.00350, -0.26000, 0.21578], [-1.19822, -1.70267, 0.31368], [-1.89473, -2.26157, -0.94183], [-3.46028, -1.58375, -1.12347], [0.08072, 1.83203, -3.93012], [-0.01423, 0.13340, -3.20068], [-0.35668, 2.55331, -1.62466], [-0.05588, 1.81169, 1.20701], [2.78306, 1.03392, 1.04522], [2.38808, 2.36939, 2.16255], [1.53009, -0.64781, 2.00924], [0.40743, 0.38917, 3.07841], [-1.86052, 0.39474, 0.08913], [-0.23858, -2.32705, 0.35633], [-1.58430, -1.95474, 1.32785], [-1.89683, -3.33662, -0.95359], [-1.31363, -1.98044, -1.92654]], "forces_ev_per_a": [[-0.2, 3.1, 0.2], [-0.9, -0.9, 2.1], [3.4, -3.3, -1.2], [-4.5, 3.6, 0.8], [-1.1, -0.2, -0.9], [3.7, 0.1, 1.4], [-1.7, 2.0, 1.2], [-1.0, -0.1, -1.0], [0.0, 2.3, -0.7], [1.3, -1.2, -0.2], [2.4, 0.5, -1.1], [-1.7, 0.4, -0.2], [-0.4, -0.4, -0.2], [0.7, -3.4, -1.1], [0.9, 0.6, 0.0], [-0.1, 0.6, 0.5], [-1.3, 0.4, 0.6], [-1.8, -2.0, -0.9], [0.1, -0.7, 0.2], [2.8, -0.3, -0.9], [1.7, -2.1, 0.3], [-0.6, 1.7, -0.3], [-0.8, 0.1, -1.0], [-0.4, -0.5, 0.3], [-0.7, -0.3, 2.2]], "mulliken_charge": [-0.648, -0.353, 0.625, -0.680, -0.310, -0.664, -0.211, -0.228, -0.190, -0.740, -0.255, -0.197, 0.269, 0.251, 0.354, 0.339, 0.310, 0.348, 0.224, 0.242, 0.341, 0.272, 0.369, 0.392, 0.139], "lumo_energy_ev": 0.54, "smiles": "C=CP(=O)(NCCCl)NCCCl", "total_charge": 0, "energy_ha": -1682.87123}

***

5.
{"formula": "C6H13Cl3NP", "method": "the ωB97M-V functional and the def2-TZVPD basis", "symbols": ["C", "C", "C", "C", "C", "C", "N", "P", "Cl", "Cl", "Cl", "H", "H", "H", "H", "H", "H", "H", "H", "H", "H", "H", "H", "H"], "positions_angstrom": [[-2.81732, -0.27511, -0.84520], [-0.23964, -2.47606, 1.24210], [1.39665, -0.82390, -0.12136], [-0.07765, 2.15113, 0.77843], [-0.86741, 1.82019, -1.45731], [-0.01448, -1.57010, 0.01646], [-0.82488, 1.32885, -0.12779], [-1.53927, -0.07140, 0.29309], [-3.99801, 1.00360, -0.47070], [-3.71110, -1.80649, -0.98235], [-1.87676, 0.24240, 2.28517], [-1.28308, -2.44967, 1.46296], [0.09788, -3.52378, 1.01498], [0.27109, -2.11399, 2.11389], [1.36963, 0.12835, -0.71936], [2.08708, -1.59376, -0.39743], [1.75941, -0.44418, 0.80588], [0.59009, 1.45363, 1.25475], [0.38416, 2.99462, 0.39276], [-0.77388, 2.66950, 1.45201], [-1.60278, 1.43212, -2.11898], [-0.97788, 2.99533, -1.42228], [0.23682, 1.85144, -1.80226], [-0.46165, -2.00797, -0.93857]], "forces_ev_per_a": [[-4.2, 0.6, -1.7], [1.1, -0.7, -1.7], [-2.3, -0.2, -0.3], [-1.6, -1.1, 2.0], [3.1, 4.2, -0.3], [-1.0, 2.2, -0.6], [-1.3, 0.7, -0.9], [4.3, -4.0, 0.3], [0.5, -0.3, -0.7], [1.2, 0.6, 0.1], [-0.7, 1.0, 3.0], [-0.9, -0.4, 0.2], [-0.4, 0.9, 0.4], [0.4, 0.2, 0.4], [0.0, -1.5, -0.2], [0.8, 0.0, -0.8], [-0.1, -0.1, 1.2], [0.6, 0.6, 0.9], [1.4, 1.0, -1.8], [0.2, -0.6, 0.6], [-0.2, -0.6, -0.5], [-0.6, -2.0, 0.0], [-1.7, -0.8, -0.5], [1.2, 0.3, 1.1]], "mulliken_charge": [0.024, -1.371, -1.237, -1.298, -1.055, 0.224, 0.273, 0.212, -0.094, -0.092, -0.301, 0.457, 0.339, 0.333, 0.253, 0.405, 0.319, 0.368, 0.450, 0.351, 0.382, 0.340, 0.343, 0.377], "lumo_energy_ev": [0.66, -2.05], "multiplicity": 3, "s2": 2.009, "total_charge": 0, "energy_ha": -2012.89096}

***

6.
{"formula": "C6H13ClOSi", "method": "the ωB97M-V functional and the def2-TZVPD basis", "symbols": ["C", "C", "C", "C", "C", "C", "O", "Si", "Cl", "H", "H", "H", "H", "H", "H", "H", "H", "H", "H", "H", "H", "H"], "positions_angstrom": [[0.29822, 3.01709, -0.38468], [-0.56884, 2.11018, -0.59196], [-2.65885, -0.18576, 1.25812], [1.20196, -0.24618, -1.76805], [1.83186, -2.45508, 0.49116], [-0.33765, -0.05510, 0.74619], [-1.48750, -0.75950, 0.58702], [1.27069, -0.57538, 0.05262], [2.64304, 0.72100, 0.83753], [0.42193, 3.95818, -0.89471], [1.14630, 2.82739, 0.29801], [-1.30166, 2.19371, -1.35547], [-2.79978, 0.83094, 1.20037], [-2.51691, -0.55708, 2.24839], [-3.45161, -0.85952, 0.78135], [0.67379, 0.61427, -2.04649], [2.24017, -0.29737, -2.17714], [0.79987, -1.13634, -2.17776], [1.05579, -2.99688, 1.01180], [2.08798, -3.08956, -0.29360], [2.80149, -2.38333, 1.10612], [-0.27380, 0.45505, 1.65922]], "forces_ev_per_a": [[3.2, 1.3, 1.4], [-1.0, -3.1, 1.0], [0.1, -5.4, -1.1], [2.5, -1.6, 0.4], [0.8, 2.6, 1.7], [-1.7, 1.0, -1.3], [0.6, 1.3, -0.5], [0.7, -1.8, -1.1], [0.3, 0.1, 0.5], [-0.5, 0.3, -0.4], [-0.6, 0.3, -0.1], [-1.0, -0.4, -0.4], [0.0, 2.3, -0.6], [-0.4, 0.3, 1.1], [0.5, 1.6, 0.8], [-0.5, 1.1, -0.4], [-0.6, 0.5, 0.2], [-1.0, -0.9, -0.7], [-0.2, 0.1, 0.6], [0.4, -0.7, -1.9], [-1.6, -0.1, -0.5], [-0.1, 1.0, 1.4]], "mulliken_charge": [-0.327, -0.571, -0.793, -0.991, -1.198, -0.314, -0.290, 0.574, -0.335, 0.280, 0.078, 0.355, 0.363, 0.362, 0.237, 0.343, 0.300, 0.342, 0.342, 0.397, 0.280, 0.567], "lumo_energy_ev": [0.28, 0.22], "de_lowest_kj_mol": 207.8, "total_charge": 0, "energy_ha": -1061.20956}